Record 1
{
  "formula": "C9H10ClNO2",
  "method": "ωB97M-V with the def2-TZVPD basis set",
  "orbital_gap_ev": 8.418,
  "charge": 0,
  "smiles": "C=C1C=CC=C[C@H]1O/[N+]([O-])=C(/C)Cl",
  "relative_energy_kj_mol": 699.8,
  "elements": ["C", "C", "C", "C", "C", "C", "C", "C", "C", "N", "O", "O", "Cl", "H", "H", "H", "H", "H", "H", "H", "H", "H", "H"],
  "coordinates": [[1.87, 0.06, -2.66], [0.46, -0.03, -3.01], [2.13, 0.02, -1.35], [-0.52, -0.53, -2.22], [1.16, -0.50, -0.37], [-0.24, -0.93, -0.82], [-1.52, 0.86, 3.05], [-1.14, -1.41, 0.08], [-0.80, 1.08, 1.70], [0.38, 0.50, 1.65], [0.71, -0.33, 2.47], [1.20, 0.69, 0.52], [-1.29, 2.21, 0.56], [2.37, 0.39, -3.55], [0.14, 0.37, -3.97], [3.16, 0.36, -0.96], [-1.61, -0.53, -2.30], [1.42, -1.41, 0.29], [-0.89, 1.07, 3.91], [-2.25, 1.50, 3.08], [-1.78, -0.12, 3.04], [-2.08, -1.68, -0.23], [-0.88, -1.65, 1.09]],
  "nbo_charge": [-0.23, -0.20, -0.14, -0.22, -0.02, -0.04, -0.62, -0.37, 0.11, 0.32, -0.51, -0.37, 0.08, 0.23, 0.21, 0.23, 0.22, 0.24, 0.24, 0.21, 0.23, 0.19, 0.21]
}

Record 2
{
  "formula": "C9H10ClNO2",
  "method": "ωB97M-V with the def2-TZVPD basis set",
  "orbital_gap_ev": 9.018,
  "charge": 0,
  "smiles": "[O-]\\[N+]1=C(CCl)/C=C\\C=C/C=C/CO1",
  "relative_energy_kj_mol": 636.3,
  "elements": ["C", "C", "C", "C", "C", "C", "C", "C", "C", "N", "O", "O", "Cl", "H", "H", "H", "H", "H", "H", "H", "H", "H", "H"],
  "coordinates": [[1.45, -1.84, 0.08], [0.17, -2.02, 0.78], [2.31, -0.86, -0.21], [-1.04, -1.44, 0.89], [0.39, 2.44, -0.29], [1.09, 1.16, -0.64], [2.12, 0.58, -0.03], [-1.49, -0.17, 0.30], [-2.33, -0.12, -0.92], [-0.95, 0.90, 0.82], [-0.34, 0.98, 1.88], [-0.97, 2.10, 0.03], [-4.05, -0.49, -0.48], [1.84, -2.83, -0.14], [0.21, -2.97, 1.31], [3.27, -1.16, -0.61], [-1.78, -1.97, 1.47], [0.30, 3.14, -1.12], [0.86, 2.93, 0.57], [0.55, 0.57, -1.37], [2.75, 1.10, 0.69], [-2.04, -0.89, -1.63], [-2.33, 0.87, -1.37]],
  "nbo_charge": [-0.22, -0.18, -0.18, -0.20, -0.12, -0.21, -0.20, 0.08, -0.39, 0.38, -0.45, -0.39, -0.07, 0.21, 0.21, 0.21, 0.22, 0.21, 0.20, 0.20, 0.22, 0.23, 0.25]
}

Record 3
{
  "formula": "C9H10CsF7IN2O5S",
  "method": "ωB97M-V with the def2-TZVPD basis set",
  "orbital_gap_ev": 8.053,
  "charge": 1,
  "elements": ["N", "C", "C", "C", "C", "I", "O", "C", "O", "O", "C", "N", "S", "O", "O", "C", "F", "F", "C", "F", "F", "C", "F", "F", "F", "H", "H", "H", "H", "H", "H", "H", "H", "H", "H", "Cs"],
  "coordinates": [[4.06, -2.00, -0.77], [4.11, -1.69, 0.68], [3.10, -0.57, 1.15], [2.21, 0.02, 0.00], [0.88, -0.77, -0.23], [0.70, -2.83, 0.52], [0.72, -0.98, -1.65], [-0.67, -1.24, -1.76], [-1.13, -1.56, -2.76], [-1.37, -0.99, -0.52], [-0.52, -0.05, 0.13], [-0.53, -0.25, 1.64], [-0.69, 1.75, -0.14], [-0.04, 2.49, 0.93], [0.08, 2.06, -1.34], [-2.42, 2.41, -0.37], [-2.49, 2.91, -1.62], [-2.52, 3.50, 0.44], [-3.64, 1.46, 0.00], [-3.42, 0.60, 1.10], [-4.63, 2.30, 0.44], [-4.30, 0.71, -1.24], [-5.08, 1.64, -1.85], [-3.40, 0.32, -2.15], [-5.10, -0.28, -0.81], [3.56, -2.86, -0.96], [5.02, -2.19, -1.07], [5.15, -1.37, 0.92], [3.97, -2.66, 1.24], [2.50, -0.97, 2.00], [3.72, 0.25, 1.59], [2.76, 0.13, -0.97], [1.97, 1.08, 0.31], [-1.06, 0.51, 2.11], [0.43, -0.16, 2.02], [-1.91, -0.74, 3.01]],
  "mulliken_charge": [-0.50, -0.72, -0.66, -0.33, -0.48, 0.17, -0.31, 0.42, -0.35, -0.12, 0.76, -1.14, 1.26, -0.62, -0.66, 0.47, -0.21, -0.23, 0.49, -0.27, -0.26, 0.63, -0.23, -0.21, -0.22, 0.18, 0.27, 0.37, 0.25, 0.22, 0.49, 0.55, 0.25, 0.31, 0.60, 0.86]
}

Record 4
{
  "formula": "C9H10F2Si",
  "method": "ωB97M-V with the def2-TZVPD basis set",
  "orbital_gap_ev": [6.944, 7.133],
  "charge": 0,
  "elements": ["C", "C", "C", "C", "C", "C", "C", "C", "C", "F", "F", "Si", "H", "H", "H", "H", "H", "H", "H", "H", "H", "H"],
  "coordinates": [[-2.64, 0.62, 1.11], [-2.40, 0.93, -0.24], [-1.80, -0.36, 1.72], [-1.46, 0.21, -1.00], [-0.80, -0.98, 1.00], [-0.65, -0.83, -0.36], [0.47, -2.06, -2.31], [0.33, -1.40, -1.19], [2.08, 1.86, 0.59], [2.81, -0.93, 1.45], [4.23, -0.13, -0.34], [2.73, 0.05, 0.15], [-3.48, 1.04, 1.73], [-2.96, 1.83, -0.69], [-2.05, -0.57, 2.80], [-1.07, 0.35, -2.07], [-0.14, -1.59, 1.52], [1.43, -1.95, -2.82], [-0.21, -2.52, -2.96], [1.95, 2.02, 1.65], [2.61, 2.57, 0.07], [1.02, 1.83, 0.19]],
  "nbo_charge": [-0.22, -0.23, -0.20, -0.19, -0.20, -0.18, -0.49, 0.02, -1.11, -0.67, -0.67, 1.85, 0.22, 0.22, 0.22, 0.23, 0.22, 0.22, 0.21, 0.25, 0.23, 0.25]
}

Record 5
{
  "formula": "C9H10F5NNd",
  "method": "ωB97M-V with the def2-TZVPD basis set",
  "orbital_gap_ev": [7.108, 7.082],
  "multiplicity": 4,
  "charge": -1,
  "s2": 3.75,
  "elements": ["C", "C", "C", "C", "C", "Nd", "N", "C", "C", "H", "H", "H", "H", "H", "H", "H", "H", "H", "H", "F", "C", "F", "C", "F", "F", "F"],
  "coordinates": [[-0.47, 0.98, -2.31], [0.93, 1.21, -2.14], [1.10, 2.14, -1.06], [-0.19, 2.49, -0.56], [-1.17, 1.78, -1.33], [0.08, -0.35, 0.00], [-1.64, -1.50, -0.46], [-0.34, -2.53, -0.82], [1.09, -2.13, -1.03], [2.05, 2.58, -0.74], [1.72, 0.81, -2.77], [-0.40, 3.24, 0.19], [-2.25, 1.88, -1.25], [-0.94, 0.38, -3.09], [1.36, -2.12, -2.09], [-0.39, -3.34, -0.08], [-2.50, -2.05, -0.42], [1.76, -2.72, -0.40], [-0.69, -2.95, -1.78], [0.17, -1.55, 3.11], [-0.36, -0.35, 2.66], [-1.63, -0.26, 3.16], [0.47, 0.80, 3.18], [0.65, 0.73, 4.52], [1.72, 0.80, 2.59], [-0.13, 1.99, 2.89]],
  "lowdin_spin": [0.00, 0.00, 0.00, 0.00, 0.00, 3.04, -0.01, 0.00, -0.01, 0.00, 0.00, 0.00, 0.00, 0.00, 0.00, 0.00, 0.00, 0.00, 0.00, 0.00, -0.01, 0.00, 0.00, 0.00, 0.00, 0.00]
}